No. 1
DFT (ωB97M-V with the def2-TZVPD basis set) results for a structure of composition C27H20HfN5O5S3Sb.

## Properties
ΔE to the lowest compared entry with this formula, charge and spin (kcal/mol): 6.0
Charge: -1
LUMO energy (alpha / beta) (eV): 1.5596 / 0.9557
Kohn-Sham gap (alpha / beta) (eV): 6.22 / 6.12
2S+1: 2

Each line ends with the Löwdin charge.
Positions of all 62 atoms, in Å:
Hf: -0.285 0.139 0.077  1.23
O: -1.035 3.682 2.974  0.06
C: -0.902 3.040 4.143  -0.26
C: -1.148 3.790 5.297  -0.02
C: -1.016 3.223 6.546  -0.10
C: -0.631 1.890 6.685  -0.11
C: -0.377 1.148 5.550  -0.04
C: -0.504 1.697 4.272  -0.07
C: -0.212 0.869 3.084  -0.42
O: -0.586 1.309 1.943  -0.33
N: 0.415 -0.280 3.260  0.09
N: 0.513 -0.915 2.064  -0.13
C: 1.135 -2.028 2.040  -0.08
C: 1.197 -2.727 0.764  -0.24
C: 1.846 -3.950 0.630  -0.01
C: 1.817 -4.591 -0.592  -0.06
C: 1.130 -4.005 -1.645  -0.04
C: 0.522 -2.780 -1.437  -0.09
N: 0.566 -2.141 -0.267  0.04
H: -0.981 3.027 2.248  0.06
H: -1.456 4.820 5.172  0.11
H: -1.222 3.822 7.425  0.10
H: -0.537 1.443 7.665  0.09
H: -0.076 0.112 5.620  0.10
H: 1.569 -2.450 2.941  0.13
H: 2.357 -4.378 1.482  0.11
H: 2.317 -5.543 -0.721  0.11
H: 1.062 -4.478 -2.614  0.11
H: -0.024 -2.285 -2.226  0.10
O: -3.594 1.235 -2.987  0.01
C: -3.180 0.479 -4.022  -0.27
C: -4.043 0.387 -5.115  -0.02
C: -3.680 -0.328 -6.240  -0.10
C: -2.440 -0.955 -6.304  -0.11
C: -1.588 -0.866 -5.217  -0.04
C: -1.946 -0.175 -4.062  -0.08
C: -1.015 -0.162 -2.899  -0.52
O: -1.460 -0.461 -1.730  -0.32
N: 0.226 0.137 -3.166  0.09
N: 0.945 0.145 -1.966  -0.08
C: 2.206 -0.016 -2.118  -0.07
C: 3.164 -0.089 -1.031  -0.16
C: 4.441 -0.602 -1.269  -0.05
C: 5.361 -0.720 -0.245  -0.11
C: 5.003 -0.298 1.037  -0.09
C: 3.754 0.235 1.292  -0.01
C: 2.810 0.346 0.261  -0.35
O: 1.623 0.854 0.487  -0.21
H: -2.875 1.417 -2.345  -0.05
H: -4.991 0.906 -5.054  0.11
H: -4.364 -0.387 -7.078  0.10
H: -2.143 -1.505 -7.188  0.09
H: -0.615 -1.340 -5.240  0.10
H: 2.572 -0.153 -3.135  0.13
H: 4.698 -0.917 -2.275  0.11
H: 6.345 -1.128 -0.435  0.09
H: 5.716 -0.386 1.849  0.10
H: 3.466 0.572 2.280  0.12
S: -4.301 1.976 2.327  -0.19
Sb: -3.445 0.927 0.502  0.32
S: -2.361 -1.092 1.088  -0.03
S: -1.683 2.234 -0.549  0.07

No. 2
DFT (ωB97M-V with the def2-TZVPD basis set) results for a structure of composition C27H21B2BeCaClF3Li2MgN3O21S3 in a non-equilibrium geometry.

## Properties
ΔE to the lowest compared entry with this formula, charge and spin (kcal/mol): 0.0
Charge: +2
LUMO energy (eV): -8.3703
Kohn-Sham gap (eV): 1.39
2S+1: 1

Each line ends with the Löwdin charge.
Positions of all 86 atoms, in Å:
C: 3.678 0.234 4.970  -0.06
C: 5.215 0.275 4.885  -0.23
N: 5.671 -0.231 3.557  -0.07
C: 6.070 0.766 2.556  -0.42
C: 5.223 1.957 2.571  -0.22
N: 4.598 2.902 2.780  0.27
B: 5.857 0.061 1.076  -0.70
O: 4.913 0.526 0.219  0.15
O: 6.630 -1.016 0.673  0.18
C: 7.558 1.225 2.634  -0.99
S: 7.949 2.476 3.910  0.85
Cl: 7.907 1.993 1.024  0.80
C: 8.467 0.091 2.768  -0.31
N: 9.217 -0.747 3.024  0.24
H: 3.316 -0.102 5.938  0.08
H: 3.249 1.182 4.657  0.08
H: 3.319 -0.507 4.242  0.06
H: 5.647 1.235 5.154  0.10
H: 5.585 -0.445 5.628  0.12
H: 6.372 -0.959 3.632  0.07
H: 5.079 1.418 -0.117  0.13
H: 6.594 -1.735 1.311  0.09
H: 8.044 3.594 3.174  -0.10
O: 2.335 1.055 1.590  -0.30
S: 1.852 1.138 0.240  0.32
O: 1.867 -0.266 -0.420  -0.42
O: 2.607 2.058 -0.572  -0.30
O: 0.388 1.571 0.245  -0.59
Be: 2.963 -1.742 -0.699  0.56
Ca: -1.360 1.192 -0.927  1.68
B: 7.150 -4.405 -1.480  -0.84
O: 6.128 -3.292 -1.841  0.33
C: 5.137 -3.439 -1.107  -0.28
O: 4.116 -2.674 -1.158  0.00
C: 5.306 -4.639 -0.151  -0.40
O: 4.496 -4.984 0.665  0.17
O: 6.470 -5.168 -0.389  0.29
O: 7.419 -5.229 -2.622  0.24
C: 8.753 -5.188 -2.877  -0.35
O: 9.303 -5.760 -3.751  0.23
C: 9.385 -4.268 -1.830  -0.35
O: 10.525 -3.978 -1.725  0.22
O: 8.381 -3.825 -1.027  0.24
C: -6.455 -2.092 -0.271  -0.60
F: -7.246 -2.916 0.370  0.16
F: -6.855 -2.166 -1.665  -0.25
F: -6.755 -0.872 0.128  0.16
S: -4.666 -2.485 -0.102  0.40
O: -4.576 -3.814 -0.644  -0.30
O: -4.427 -2.364 1.304  -0.28
O: -4.047 -1.445 -0.916  -0.38
O: -9.567 -7.076 -0.239  0.04
C: -9.309 -5.993 0.246  -0.26
C: -7.676 -6.306 1.269  -0.25
O: -7.402 -5.236 1.786  0.03
H: -9.955 -5.558 1.029  0.12
H: -8.982 -5.152 -0.403  0.09
H: -6.990 -6.729 0.509  0.12
H: -7.948 -7.166 1.910  0.12
Li: 5.065 -2.320 3.755  0.85
Li: 2.982 -2.046 -3.168  0.75
Mg: -7.570 -3.031 -3.213  0.84
C: -7.817 2.142 -3.105  -0.02
C: -6.773 1.302 -2.738  -0.05
C: -5.586 1.829 -2.264  0.00
C: -5.428 3.209 -2.163  -0.08
C: -6.473 4.054 -2.553  -0.07
C: -7.664 3.517 -3.012  0.02
C: -6.313 5.536 -2.498  -0.27
O: -7.214 6.267 -2.830  0.14
C: -5.009 6.080 -2.030  -0.07
C: -4.813 7.451 -2.020  0.02
C: -3.609 7.976 -1.575  -0.02
C: -2.599 7.132 -1.129  -0.04
C: -2.785 5.761 -1.141  0.00
C: -3.987 5.226 -1.600  -0.09
C: -4.162 3.764 -1.640  -0.25
O: -3.259 3.013 -1.246  -0.07
H: -8.748 1.728 -3.467  0.12
H: -6.863 0.227 -2.811  0.07
H: -4.782 1.166 -1.975  0.10
H: -8.472 4.176 -3.300  0.13
H: -5.600 8.108 -2.364  0.13
H: -3.458 9.047 -1.573  0.12
H: -1.664 7.546 -0.775  0.12
H: -1.997 5.107 -0.797  0.11

No. 3
DFT (ωB97M-V with the def2-TZVPD basis set) results for a structure of composition C27H21Cl2N5O2PtSTe.

## Properties
Charge: +2
LUMO energy (eV): -7.2694
Kohn-Sham gap (eV): 5.86
2S+1: 1

Each line ends with the Löwdin charge.
Positions of all 60 atoms, in Å:
Pt: 0.193 -0.509 -0.493  1.28
Cl: -2.709 0.147 5.597  0.75
C: -2.480 -0.098 3.915  -0.67
C: -1.177 -0.181 3.432  -0.03
C: -0.969 -0.372 2.077  -0.24
N: 0.314 -0.403 1.465  -0.09
C: 1.524 -0.234 2.047  -0.48
O: 1.775 -0.149 3.227  0.12
C: 2.632 -0.191 1.008  -0.18
C: 3.951 -0.075 1.393  0.05
C: 4.936 -0.054 0.417  0.02
C: 4.567 -0.137 -0.919  0.00
C: 3.227 -0.242 -1.237  -0.10
N: 2.278 -0.271 -0.294  -0.09
C: -2.064 -0.499 1.200  -0.22
C: -3.357 -0.416 1.686  -0.02
C: -3.562 -0.207 3.046  -0.67
Cl: -5.174 -0.081 3.616  0.75
N: -1.736 -0.665 -0.173  -0.09
C: -2.578 -0.795 -1.224  -0.47
O: -3.783 -0.887 -1.205  0.12
C: -1.812 -0.849 -2.535  -0.16
C: -2.483 -0.951 -3.735  0.05
C: -1.750 -1.036 -4.910  0.02
C: -0.363 -1.035 -4.844  0.00
C: 0.246 -0.930 -3.610  -0.13
N: -0.462 -0.825 -2.477  -0.10
H: -0.348 -0.091 4.116  0.11
H: 4.165 -0.003 2.451  0.14
H: 5.979 0.027 0.691  0.13
H: 5.304 -0.119 -1.709  0.13
H: 2.898 -0.294 -2.265  0.10
H: -4.207 -0.508 1.027  0.11
H: -3.565 -0.965 -3.711  0.14
H: -2.252 -1.113 -5.866  0.14
H: 0.244 -1.119 -5.734  0.13
H: 1.323 -0.944 -3.514  0.10
S: 1.297 3.649 -2.072  1.18
C: 0.834 2.024 -2.007  -0.47
N: 0.186 1.640 -0.940  -0.08
C: 0.005 2.716 -0.053  -0.27
C: -0.680 2.711 1.162  0.01
C: -0.743 3.884 1.881  -0.03
C: -0.150 5.065 1.412  -0.04
C: 0.507 5.094 0.203  -0.06
C: 0.575 3.905 -0.522  -0.44
H: 1.050 1.363 -2.832  0.06
H: -1.176 1.827 1.525  0.09
H: -1.272 3.896 2.825  0.12
H: -0.225 5.969 2.000  0.12
H: 0.944 6.007 -0.176  0.12
C: -1.301 -3.824 -0.220  -0.32
Te: 0.644 -3.037 -0.476  1.50
C: 1.316 -3.432 1.488  -0.32
H: -1.736 -3.386 0.676  0.03
H: -1.203 -4.903 -0.127  0.04
H: -1.891 -3.576 -1.098  0.02
H: 1.567 -4.490 1.520  0.04
H: 0.523 -3.192 2.191  0.04
H: 2.203 -2.836 1.685  0.02

No. 4
DFT (ωB97M-V with the def2-TZVPD basis set) results for a structure of composition C27H21F3NPV in a non-equilibrium geometry.

## Properties
ΔE to the lowest compared entry with this formula, charge and spin (kcal/mol): 36.5
Charge: 0
LUMO energy (alpha / beta) (eV): 0.0919 / -0.0353
Kohn-Sham gap (alpha / beta) (eV): 7.53 / 8.13
2S+1: 4

Each line ends with the Löwdin charge.
Positions of all 54 atoms, in Å:
V: 1.580 -1.305 -0.589  0.60
N: -0.179 -2.648 1.874  0.13
C: -1.498 -2.499 1.584  -0.32
C: -2.473 -2.992 2.467  -0.04
C: -3.816 -2.894 2.181  -0.08
C: -4.239 -2.292 1.004  -0.10
C: -3.306 -1.799 0.119  -0.09
C: -1.941 -1.887 0.388  -0.29
P: -0.736 -1.295 -0.838  1.05
C: -0.446 0.461 -0.449  -0.42
C: -0.952 1.088 0.683  -0.06
C: -0.572 2.385 0.981  -0.06
C: 0.321 3.055 0.161  -0.07
C: 0.829 2.440 -0.973  -0.07
C: 0.453 1.145 -1.279  -0.15
C: -1.757 -1.130 -2.346  -0.36
C: -2.346 0.083 -2.690  -0.09
C: -3.144 0.174 -3.815  -0.07
C: -3.361 -0.940 -4.609  -0.08
C: -2.774 -2.150 -4.271  -0.08
C: -1.970 -2.246 -3.148  -0.08
H: 0.076 -3.029 2.771  0.11
H: 0.536 -2.090 1.398  0.03
H: -2.153 -3.456 3.390  0.11
H: -4.547 -3.282 2.877  0.11
H: -5.290 -2.215 0.781  0.10
H: -3.641 -1.342 -0.799  0.10
H: -1.641 0.556 1.327  0.11
H: -0.975 2.875 1.855  0.11
H: 0.619 4.064 0.399  0.11
H: 1.517 2.971 -1.617  0.11
H: 0.823 0.670 -2.192  0.11
H: -2.185 0.954 -2.070  0.11
H: -3.612 1.115 -4.063  0.11
H: -3.995 -0.868 -5.482  0.10
H: -2.956 -3.022 -4.881  0.11
H: -1.506 -3.187 -2.882  0.11
C: 2.245 -0.204 0.842  -0.10
C: 2.766 0.795 1.311  -0.11
C: 3.403 1.988 1.736  -0.27
C: 4.375 2.548 0.899  -0.04
C: 5.001 3.727 1.245  -0.09
C: 4.672 4.368 2.430  -0.10
C: 3.696 3.832 3.254  -0.09
C: 3.063 2.651 2.916  -0.04
H: 4.625 2.042 -0.023  0.11
H: 5.740 4.158 0.585  0.10
H: 5.171 5.285 2.705  0.10
H: 3.420 4.348 4.162  0.10
H: 2.300 2.237 3.559  0.11
F: 1.768 -3.733 -1.476  0.00
C: 2.523 -2.957 -0.615  -0.67
F: 2.761 -3.732 0.473  0.05
F: 3.732 -2.823 -1.253  0.02

no.,molecular weight (Da),DFT total energy (eV)
1,890.94,-86371.0475
2,1021.01,-155022.6236
3,873.15,-86292.8697
4,498.38,-72955.4211